[1]
Density functional theory data (ωB97M-V/def2-TZVPD) for 2 unconnected molecules or ions with the total composition C3Br2N2.

Cartesian coordinates (Å):
C1 -0.321 0.490 -1.221
C2 -0.767 -0.096 0.001
Br1 -1.891 -1.530 0.070
N1 0.211 0.818 -2.179
N2 0.394 0.856 2.073
C3 -0.085 0.389 1.113
Br2 2.459 -0.927 0.142

* relative energy (zero: lowest compared OMol25 entry of this formula, charge and spin): 158.57 kJ/mol
* total charge: 0
* multiplicity: 1
* DFT total energy: -5371.7305 Eh
* gap between HOMO and LUMO (alpha / beta): 8.5 / 6.2 eV



[2]
Density functional theory data (ωB97M-V/def2-TZVPD) for 5 unconnected molecules or ions with the total composition C21H45N6O5.

Cartesian coordinates (Å):
H1 1.987 -0.041 0.117
H2 -5.798 -4.098 -6.753
N1 -2.187 0.968 -1.987
H3 -4.240 3.347 5.035
H4 -1.417 1.930 -3.687
H5 -4.219 0.798 -1.491
C1 -1.543 0.923 -3.285
H6 6.652 0.730 0.154
O1 -1.888 0.454 5.566
C2 5.234 1.511 2.508
O2 -3.685 -1.461 -4.220
C3 6.981 0.251 1.075
H7 4.569 0.853 0.545
C4 -6.124 -1.640 -5.454
H8 5.260 2.447 4.457
H9 -2.140 0.338 -3.987
H10 -3.511 2.385 -1.183
H11 -6.398 -1.177 -4.506
C5 6.728 1.105 2.322
H12 -4.868 -4.814 -5.427
H13 0.600 -0.416 4.039
H14 -0.841 -4.600 -3.161
H15 -3.467 -3.471 -4.489
C6 -2.286 1.357 3.061
H16 8.731 1.832 2.429
H17 0.540 -1.504 1.574
H18 -4.681 2.790 3.413
H19 6.962 0.460 3.173
H20 -2.325 -2.555 -2.613
N2 1.835 0.140 1.103
N3 1.899 1.042 3.032
C7 -3.846 3.056 4.063
H21 -1.582 -4.797 -1.561
H22 4.003 3.063 3.415
C8 4.542 1.738 1.178
C9 -1.477 -2.062 -2.160
H23 2.117 1.672 3.787
H24 0.159 -5.043 -1.769
C10 -1.597 0.483 -0.886
C11 2.344 1.154 1.786
H25 7.716 2.822 1.414
C12 -5.643 -4.090 -5.673
C13 1.097 -0.081 3.145
N4 -5.237 -2.771 -5.227
O3 3.122 2.102 1.334
O4 0.897 -1.431 -1.005
H26 5.649 3.572 3.133
H27 -7.021 -1.987 -5.960
H28 -0.602 0.054 -1.080
C14 5.040 2.722 3.425
O5 -2.110 0.474 0.225
H29 -2.554 1.894 2.159
C15 1.057 -0.633 1.925
N5 -0.455 -3.047 -1.808
C16 -4.068 -2.551 -4.611
H30 7.611 2.923 3.200
C17 -2.672 1.378 5.412
C18 0.667 -2.618 -1.238
H31 -1.801 -1.536 -1.262
C19 -0.694 -4.450 -2.091
H32 -3.323 3.909 3.627
N6 -2.946 1.933 4.221
H33 -1.070 -1.334 -2.860
H34 6.530 -0.739 1.161
H35 1.385 -3.417 -0.998
C20 -3.519 1.541 -1.873
H36 4.747 0.663 3.006
H37 -1.207 1.408 3.223
C21 7.730 2.260 2.350
H38 4.973 2.573 0.630
H39 -0.563 0.457 -3.189
H40 -3.847 1.876 -2.852
H41 8.055 0.095 0.969
H42 -5.630 -0.887 -6.066
H43 -6.571 -4.391 -5.185
H44 -2.561 0.311 2.951
H45 -3.206 1.846 6.255

* total charge: +1
* multiplicity: 1
* DFT total energy: -1531.7087 Eh
* gap between HOMO and LUMO: 9.2 eV